Entry 1:
Here is a cluster of 2 separate species, C5H10S2 in total at a distorted geometry from the OMol25 dataset. Energies are from wB97M-V/def2-TZVPD.

Structure (XYZ):
```
17
Properties=species:S:1:pos:R:3:forces:R:3
C 4.25200 -0.25126 -0.11398 -0.2606 0.1576 -3.5584
C 4.39087 -0.10632 -1.43673 -3.4589 0.3938 1.9696
C 1.19108 -1.82664 0.39293 -1.3139 0.0415 -2.5123
C -0.90716 -0.26315 1.09787 1.8130 -1.4869 -0.7690
C -0.06625 -0.98517 -0.06214 1.6023 1.1634 1.8545
S 3.97589 -0.57702 1.34465 0.3604 0.0563 1.8126
S 0.65253 0.35694 -1.18858 -1.2301 -1.4404 -1.0383
H 5.35643 -0.07397 -1.75906 2.4424 0.0852 -1.3110
H 0.47526 -0.40593 -2.36400 0.3173 0.9768 1.2410
H 3.49218 0.12642 -2.10428 1.4901 -0.4387 1.1922
H 1.84565 -1.61871 1.16782 0.2634 1.6109 1.9634
H 0.95123 -2.82774 0.61062 -0.7413 -1.5468 -0.0522
H 1.90000 -1.81264 -0.43849 -0.2581 -0.4314 -0.2019
H -1.67928 0.19392 0.49925 -0.7028 0.3417 0.6815
H -0.32830 0.46676 1.72063 -0.4205 -0.5647 -0.8277
H -1.21512 -1.10672 1.75591 -0.3389 0.8252 -0.3464
H -0.78159 -1.61730 -0.60119 0.4361 0.2563 -0.0976
```
Positions in Å, forces in eV/Å.

Output
ΔE to the lowest compared entry with this formula, charge and spin   219.09 kJ/mol
SMILES   CC(C)S.C=C=S
Gap between HOMO and LUMO   8.52 eV
Total charge   0
Multiplicity   1


Entry 2:
Here is the ion C5H11BN with charge +1 at a distorted geometry from the OMol25 dataset. Energies are from wB97M-V/def2-TZVPD.

Structure (XYZ):
```
18
Properties=species:S:1:pos:R:3:forces:R:3
B 1.38926 -1.26553 0.13195 0.3031 1.4536 -0.8285
C 1.22856 1.20342 0.15613 1.4543 1.4326 0.3465
C -0.07573 1.18298 0.13845 -0.7001 2.8550 0.2579
C 2.06557 0.06794 -0.23795 1.1063 0.0760 0.8041
C -0.15059 -1.11127 0.24890 -0.6488 -1.9012 -0.6990
C -2.25131 0.14151 -0.02845 -1.1738 1.4767 1.4815
N -0.84461 0.07972 -0.29211 1.8080 -0.3107 -1.7329
H -0.74796 -1.94103 -0.06617 -0.2106 -0.8469 0.0176
H 1.78034 2.12840 0.45756 -0.9628 -0.7448 -0.2137
H -0.68637 2.04804 0.27591 -0.0860 0.5483 0.4251
H 3.11782 0.21434 0.17419 -1.1753 -0.4262 -1.3850
H 1.92195 -0.04285 -1.34038 0.9870 0.0947 0.1276
H -0.23493 -1.03087 1.30678 -0.4207 0.0004 1.2976
H 2.13081 -2.13523 0.23787 -0.1871 -1.3373 0.3905
H -2.63820 -0.69812 -0.48713 -1.3317 -1.4591 -1.3782
H -2.44291 -0.03843 1.01116 0.0160 0.3975 0.7459
H -2.70375 1.10602 -0.36183 0.4665 -0.9037 0.1438
H -0.85795 0.09096 -1.32486 0.7558 -0.4050 0.1991
```
Positions in Å, forces in eV/Å.

Output
ΔE to the lowest compared entry with this formula, charge and spin   78.67 kJ/mol
SMILES   C[N@H+]1C=CCBC1
Gap between HOMO and LUMO   10.97 eV
Total charge   +1
Multiplicity   1


Entry 3:
Here is a cluster of 2 separate species, C5H11Br4OP2S in total at a distorted geometry from the OMol25 dataset. Energies are from wB97M-V/def2-TZVPD.

Structure (XYZ):
```
24
Properties=species:S:1:pos:R:3:forces:R:3
C 0.83568 -0.15570 0.71424 1.2814 0.7797 0.0747
C 0.52899 1.04948 1.66060 -1.2778 -0.5232 0.2981
Br 1.84593 2.49091 1.84927 -1.2418 -1.6821 -0.3832
C -0.66557 1.11543 2.36281 1.3759 0.6419 -0.4336
Br -0.99564 2.69115 3.52029 -0.4713 -1.6999 -0.8762
P -2.03615 -0.10485 2.31325 1.2056 -0.6781 1.1763
O -1.61888 -1.62275 1.76314 -0.9535 2.3613 0.8873
P -3.82415 0.69671 1.25905 -1.1340 0.7700 -2.2249
S -3.47026 1.05928 -0.61434 0.2832 -0.2112 0.6757
H 0.23264 -0.08083 -0.23389 0.4746 -0.0970 1.0489
H 0.73120 -1.14824 1.22482 -0.2167 1.0419 -0.4151
H 1.92496 -0.06973 0.43112 -1.2171 -0.1255 0.1144
H -2.46841 -0.27876 3.67776 0.4275 0.0489 -0.6606
H -2.20262 -2.26248 2.21753 0.2969 -0.0823 -0.2713
H -4.27157 1.87112 1.96805 0.4499 -0.9172 0.3237
H -4.86424 -0.29386 1.40409 0.7401 0.3551 0.6659
Br 3.79178 -2.39631 -2.65815 -0.1180 0.0678 0.1039
C 2.22541 -1.31124 -3.06194 0.2205 -0.2694 -0.2172
C 2.61648 0.06790 -3.52886 -0.2296 0.1810 0.0855
Br 3.18197 1.18964 -2.03799 0.0475 -0.0098 -0.0443
H 1.60743 -1.30192 -2.16708 0.0402 0.0863 -0.0760
H 1.70360 -1.84917 -3.85356 0.0208 0.1056 0.0242
H 1.75875 0.58186 -3.96266 0.0432 -0.0619 0.0264
H 3.43266 0.06237 -4.24756 -0.0477 -0.0817 0.0974
```
Positions in Å, forces in eV/Å.

Output
Gap between HOMO and LUMO   7.39 eV
Total charge   +1
Multiplicity   1


Entry 4:
Here is a cluster of 2 separate species, C5H11BrCl2Si in total at a distorted geometry from the OMol25 dataset. Energies are from wB97M-V/def2-TZVPD.

Structure (XYZ):
```
20
Properties=species:S:1:pos:R:3:forces:R:3
C -1.28567 -0.48889 1.03007 -2.1711 1.4912 -1.9067
C -1.65543 0.72027 -1.11227 -3.0881 -3.0037 1.2708
C -0.17546 -1.39386 -0.91660 -1.1737 2.1935 -1.0534
C 2.76040 0.11583 1.37581 -2.2658 1.6121 -2.3421
C -0.61576 -0.07859 -0.31340 -0.3672 0.6348 2.6469
Si 0.80493 1.14447 0.02751 1.0801 -2.5322 3.5340
Cl 1.55574 1.91219 -1.60625 0.8043 0.6041 -1.5346
Cl 0.22949 2.65946 1.28175 -0.1362 0.0962 -0.0224
Br 3.51360 -1.17482 0.09902 0.1065 0.6631 0.5026
H -0.63853 -0.75875 1.79663 1.1610 0.1033 1.6364
H -2.04698 0.29262 1.18399 0.7331 0.0764 1.2277
H -1.96012 -1.33009 0.90923 0.1626 -0.6114 -0.5899
H -1.28001 0.98468 -1.99968 1.6331 1.3313 -3.5525
H -2.17932 1.60773 -0.69312 0.6614 -0.7866 0.3258
H -2.48474 -0.06176 -1.45721 1.2496 1.5275 0.9650
H 0.31909 -1.09691 -1.77851 1.4802 -0.1244 -2.0458
H 0.47967 -1.94465 -0.30316 0.2645 -0.9739 0.7770
H -1.11514 -1.77397 -1.28001 -0.1681 -1.3071 0.2510
H 3.26703 1.10474 1.48378 0.1396 -1.3591 -0.0504
H 2.50721 -0.43972 2.27242 -0.1059 0.3650 -0.0394
```
Positions in Å, forces in eV/Å.

Output
ΔE to the lowest compared entry with this formula, charge and spin   0.00 kJ/mol
Gap between HOMO and LUMO   8.92 eV
Total charge   0
Multiplicity   1


Entry 5:
Here is a cluster of 2 separate species, C5H11BrFO4P in total at a distorted geometry from the OMol25 dataset. Energies are from wB97M-V/def2-TZVPD.

Structure (XYZ):
```
23
Properties=species:S:1:pos:R:3:forces:R:3
C -1.57503 1.75721 1.35370 1.6435 -1.3907 0.7699
C 1.98182 1.48244 -0.56486 -1.4555 1.9379 -1.5491
C -1.64151 1.72355 -0.12879 -0.2228 0.3146 -0.8382
C 1.98653 0.15813 0.03962 1.7727 -0.6094 2.6043
C -0.20784 -4.24443 -0.91165 -0.0323 0.0857 1.6142
O -1.23830 -1.47687 1.14656 -1.1288 -1.9324 -1.5510
O -1.32420 0.39566 -0.66504 0.2296 0.6824 0.2731
O 0.80610 -0.22746 0.76840 -1.7110 -0.3691 -1.7739
O -0.15781 -1.70399 -1.22389 0.3639 0.1158 0.1851
F 0.86068 -4.30766 -0.13203 -0.4746 0.1249 -0.5910
P -0.45507 -0.80170 -0.10606 0.2568 -0.1941 1.2909
Br 0.27756 -4.89400 -2.57930 0.3462 -0.2028 -0.8659
H -1.97802 0.79536 1.64620 -0.6238 0.0231 0.4898
H -0.58345 1.71797 1.80064 0.3127 0.2964 -0.2876
H -2.09704 2.55306 1.81119 -0.7881 0.8791 0.2332
H 1.68991 2.36106 0.06427 0.2124 -0.9626 -0.1732
H 2.97749 1.70301 -0.99588 -0.6064 -0.2001 0.0224
H 1.20987 1.35950 -1.36254 0.6770 0.9039 -0.0147
H -1.03111 2.50404 -0.70295 -0.9311 -1.1829 0.8114
H -2.73171 1.82778 -0.27357 0.6126 0.1725 -0.9416
H 2.69702 0.21903 0.89843 0.0704 -0.7521 -0.9075
H 2.27035 -0.54779 -0.75186 -0.1408 -0.3194 0.6516
H -1.73623 -2.35391 0.86943 1.6174 2.5796 0.5477
```
Positions in Å, forces in eV/Å.

Output
Gap between HOMO and LUMO   9.47 eV
Total charge   0
Multiplicity   1


Entry 6:
Here is a structure of composition C5H11BrN2O4 at a distorted geometry from the OMol25 dataset. Energies are from wB97M-V/def2-TZVPD.

Structure (XYZ):
```
23
Properties=species:S:1:pos:R:3:forces:R:3
C -1.14416 1.62444 -0.05595 0.2055 0.0401 1.3552
C -1.34652 -0.64395 0.48788 -0.0754 -4.0070 1.0744
C 1.55348 -1.32692 -1.28286 -0.7005 0.5257 -2.0601
C 0.69943 0.41523 1.08503 0.9175 0.9506 -0.4287
C 1.89329 0.00274 -0.50295 -0.6482 -0.8950 1.8886
N -0.61317 0.50330 0.74601 -0.8508 2.7226 -0.7735
N 1.80339 1.24438 -1.23076 -1.9164 -1.2531 -2.1669
O 1.14866 1.19318 -2.30206 1.1311 -0.0020 1.2999
O 2.16078 2.28985 -0.73274 0.7374 0.7309 0.2410
O 1.61495 -2.51506 -0.50412 0.4506 1.3976 -0.1708
O 1.33454 1.52731 1.64450 0.0269 0.1832 -1.4746
Br 3.66994 -0.13353 0.33103 -0.5945 -0.1504 -0.4241
H -0.35590 1.81292 -0.70002 0.8038 0.8783 -1.9039
H -2.04142 1.31446 -0.59779 0.2432 0.2334 0.2583
H -1.27578 2.54408 0.51906 -0.3712 -0.2764 0.1878
H -0.79800 -1.51566 0.98417 -0.4803 0.6973 -1.2079
H -2.26182 -0.69226 1.07395 -0.5533 0.4938 -0.2958
H -1.56926 -0.85713 -0.58955 0.3762 0.1099 0.8407
H 0.57177 -1.36905 -1.89353 1.2672 0.6704 1.6124
H 2.29779 -1.35652 -2.11147 -0.1492 -0.1443 0.4566
H 0.66932 -0.47829 1.70488 1.6558 -0.1448 0.0027
H 2.55336 -2.51510 -0.27662 0.0168 -0.6407 0.4749
H 1.81680 2.17085 0.96452 -1.4923 -2.1201 1.2138
```
Positions in Å, forces in eV/Å.

Output
ΔE to the lowest compared entry with this formula, charge and spin   87.97 kJ/mol
Gap between HOMO and LUMO   8.05 eV
Total charge   0
Multiplicity   1


Entry 7:
Here is a cluster of 2 separate species, C5H11BrNO in total at a distorted geometry from the OMol25 dataset. Energies are from wB97M-V/def2-TZVPD.

Structure (XYZ):
```
19
Properties=species:S:1:pos:R:3:forces:R:3
C -1.90141 -2.02976 0.37112 1.1369 -2.2324 1.1323
C -0.88384 -1.95851 -0.69081 1.0526 2.7570 0.2484
C -0.29387 -0.76992 -1.02499 -2.0528 -1.2099 -1.6830
C 0.90353 1.30318 0.97110 0.4028 1.1721 0.4104
C 1.76261 0.81008 -0.14172 0.7840 1.3245 -1.7792
N 1.85986 1.46286 -1.27484 2.7833 -1.9001 0.4981
O 0.12125 2.42170 0.60963 0.5835 -0.2893 -0.9752
Br 2.96523 -0.50340 0.22302 0.3242 -0.3636 0.2321
H -2.59361 -1.22712 0.37425 -1.1162 0.3209 -0.2601
H -1.37478 -1.94668 1.33854 0.0249 0.1094 -0.1788
H -0.56697 -2.87188 -1.12156 0.6072 -0.7804 -0.2864
H -0.94560 0.11463 -0.96844 0.5134 0.0026 0.8539
H 0.31110 -0.72566 -1.92466 0.4086 -0.2800 0.1632
H 1.79605 1.62128 1.64799 -1.7819 -0.7756 -0.1228
H 0.25313 0.46599 1.21396 0.4030 -0.1648 1.0404
H 2.64738 1.43472 -1.99022 -1.4622 -0.5353 1.4444
H 1.07553 1.96532 -1.49479 -2.2277 2.2725 -0.7128
H -2.23474 -3.09423 0.43129 -0.7929 1.1752 -0.1673
H -0.38422 2.85843 1.31153 0.4092 -0.6028 0.1426
```
Positions in Å, forces in eV/Å.

Output
ΔE to the lowest compared entry with this formula, charge and spin   146.22 kJ/mol
Gap between HOMO and LUMO   8.17 eV
Total charge   +1
Multiplicity   1


Entry 8:
Here is a cluster of 2 separate species, C5H11Cl2NO2S in total at a distorted geometry from the OMol25 dataset. Energies are from wB97M-V/def2-TZVPD.

Structure (XYZ):
```
22
Properties=species:S:1:pos:R:3:forces:R:3
C 1.35648 1.37056 0.40549 -1.7904 -1.9578 -0.4713
C -0.37245 -0.42173 1.17230 0.0615 1.4732 0.8805
C 0.89071 -0.92764 -0.84552 3.9269 1.2311 -0.5963
C -1.78600 1.39723 -0.81802 -7.3384 4.3081 -1.3990
C 0.32915 0.26062 -0.03339 -2.6718 -1.2438 -0.9790
N -0.78474 0.68816 -0.94627 6.8778 -3.5258 2.1487
O -4.77017 -1.59170 1.14002 -0.3613 -0.3017 0.3545
O -3.14882 -1.68362 -0.59207 -1.6639 -1.1311 1.2373
S -3.85365 -0.71556 0.49582 0.0810 0.5434 -1.0429
Cl -2.27632 2.19540 0.66071 0.3404 -0.0545 -0.3591
Cl -5.05400 0.51398 -0.87291 0.3037 -0.4874 0.3798
H 1.17530 2.04570 -0.39749 0.8756 1.1562 -0.3645
H 1.07769 1.79984 1.38508 0.3288 -0.2665 -0.5836
H 2.29751 0.82230 0.37225 0.3337 0.7741 0.2036
H -0.97765 -1.24178 0.92452 -0.1189 -1.6869 -0.8227
H -1.11269 0.11763 1.78694 0.8241 0.7768 -0.3692
H 0.46208 -0.67512 1.80522 0.1293 -0.5682 0.4987
H 1.67356 -1.38180 -0.14869 -0.9626 0.1083 -1.1433
H 0.19912 -1.68231 -1.22783 -0.0974 0.3640 0.4114
H 1.50302 -0.47810 -1.76602 -1.2724 -1.0815 1.8143
H -2.49569 -1.29707 -1.13323 1.4175 1.3533 -1.0255
H -2.47689 1.51508 -1.70147 0.7767 0.2165 1.2275
```
Positions in Å, forces in eV/Å.

Output
Gap between HOMO and LUMO (spin up / spin down)   5.82 / 7.49 eV
Total charge   0
Multiplicity   3


What is the total charge in the first record?
0


The highest multiplicity belongs to which entry?
C5H11Cl2NO2S